(1)
Computed, not measured: a molecular structure, C11H7MnN2O6, with ωB97M-V/def2-TZVPD.

Geometry as XYZ:
```
27
Properties=species:S:1:pos:R:3:mulliken_charge:R:1
O -1.97 -2.78 0.13 -0.11
C -1.29 -1.87 0.04 0.26
Mn -0.08 0.09 -0.04 0.21
O 1.93 -1.32 1.72 -0.12
C 1.16 -0.84 1.00 0.34
C 0.95 1.53 -0.09 0.31
O 1.63 2.47 -0.04 -0.14
C -0.97 1.36 -1.13 0.31
O -1.37 2.23 -1.81 -0.21
C 0.64 -0.53 -1.62 0.65
O 1.15 -0.85 -2.62 -0.12
H -1.57 0.21 -0.57 0.33
N -2.48 -0.41 6.14 -0.30
C -1.95 -0.80 4.95 0.41
O -1.60 -1.96 4.74 -0.60
C -1.79 0.24 3.89 -0.09
C -2.16 1.59 4.05 -0.23
C -1.94 2.47 2.99 -1.15
C -1.35 2.01 1.81 -0.09
N -0.99 0.71 1.67 0.00
C -1.21 -0.17 2.68 0.12
H -2.58 -1.10 6.87 0.26
H -2.73 0.54 6.35 0.13
H -2.61 1.95 4.96 0.36
H -2.21 3.53 3.05 0.42
H -1.19 2.69 0.97 0.39
H -0.94 -1.21 2.53 0.68
```

**Multiplicity**: 5
**⟨S²⟩**: 6.05
**HOMO energy (alpha / beta)**: -16.13 / -16.14 eV
**Electronic energy**: -2134.48954 Ha
**Total charge**: +2

(2)
Computed, not measured: 2 unconnected molecules or ions with the total composition C11H14N2O, with ωB97M-V/def2-TZVPD.

Geometry as XYZ:
```
28
Properties=species:S:1:pos:R:3:mulliken_charge:R:1
C 3.50 -0.13 -0.48 -1.42
C 2.20 -0.55 -1.15 0.43
C 1.01 -0.11 -0.53 -0.39
C -0.19 -0.43 -1.15 -0.25
C -0.23 -1.33 -2.22 0.49
O -1.51 -1.62 -2.68 -0.53
C 0.94 -1.80 -2.81 -0.68
C 2.14 -1.28 -2.28 -0.41
H 3.73 0.92 -0.66 0.33
H 4.31 -0.65 -1.02 0.37
H 3.57 -0.39 0.57 0.33
H 0.93 0.19 0.50 0.16
H -1.10 0.04 -0.80 0.51
H -1.54 -2.57 -2.76 0.31
H 0.95 -2.42 -3.69 0.40
H 3.06 -1.59 -2.77 0.32
C -0.91 2.76 2.42 -1.16
C -1.65 1.49 2.23 0.81
C -1.27 0.20 2.05 -0.84
N -2.40 -0.47 1.55 -0.02
C -3.42 0.43 1.58 -0.17
N -3.01 1.59 2.01 -0.64
H -1.25 3.60 1.82 0.32
H 0.17 2.64 2.27 0.29
H -0.92 3.11 3.46 0.29
H -0.39 -0.39 1.87 0.53
H -2.35 -1.48 1.53 0.23
H -4.39 0.25 1.15 0.39
```

**Multiplicity**: 1
**Structure (SMILES)**: Cc1ccc(O)cc1.Cc1c[nH]cn1
**HOMO energy**: -8.74 eV
**Electronic energy**: -612.27626 Ha

Calculated max |F|, 0.234, 0.064 hartree/bohr (same order as the records).